#A
The following is a quantum chemistry calculation of 2 unconnected molecules or ions with the total composition C3H9O2, from the Open Molecules 2025 dataset.

Results
Net charge: -1
Lowest unoccupied orbital energy in eV: 4.209

CARTESIAN COORDINATES (ANGSTROEM)
C1 0.11 0.12 -0.11
O1 -1.08 0.55 -0.63
C2 0.82 -0.97 -0.97
C3 2.01 -1.69 -0.36
H1 0.03 -0.33 0.90
H2 0.81 0.99 -0.13
H3 0.97 -0.55 -1.97
H4 -0.01 -1.68 -1.14
H5 2.27 -2.47 -1.08
H6 1.72 -2.09 0.61
H7 2.82 -0.97 -0.21
H8 -1.65 1.35 0.84
H9 -1.06 1.66 2.18
O2 -1.87 1.85 1.69

#B
The following is a quantum chemistry calculation of 2 unconnected molecules or ions with the total composition C3H9O2, from the Open Molecules 2025 dataset.

Results
Net charge: -1
Lowest unoccupied orbital energy in eV: 4.178

CARTESIAN COORDINATES (ANGSTROEM)
C1 0.85 -0.49 0.61
O1 2.11 -0.15 0.43
C2 -0.02 0.73 1.01
C3 0.03 1.77 -0.14
H1 0.32 -0.88 -0.33
H2 0.66 -1.30 1.37
H3 -1.05 0.55 1.34
H4 0.55 1.16 1.83
H5 -0.88 2.37 -0.14
H6 0.92 2.37 0.02
H7 0.10 1.26 -1.10
H8 -1.62 -1.09 -1.69
H9 -2.11 -2.31 -0.98
O2 -2.42 -1.63 -1.60

Quick ranking, most stable first: #A, #B.

#A
The following is a quantum chemistry calculation of C4H3F3 in the gas phase, from the Open Molecules 2025 dataset.

Results
SMILES: C=C(F)/C(F)=C\F
Lowest unoccupied orbital energy in eV: -0.289

CARTESIAN COORDINATES (ANGSTROEM)
C1 1.84 -0.47 0.17
C2 0.57 -0.23 -0.51
F1 0.54 0.55 -1.54
C3 -0.67 -0.38 0.14
F2 -0.89 -1.10 1.26
C4 -1.67 0.57 -0.08
F3 -1.69 1.45 -1.22
H1 2.90 -0.08 -0.01
H2 1.78 -0.82 1.33
H3 -2.71 0.52 0.45

#B
The following is a quantum chemistry calculation of C4H3F3 in the gas phase, from the Open Molecules 2025 dataset.

Results
Lowest unoccupied orbital energy (alpha / beta) in eV: -0.877 / -0.877

CARTESIAN COORDINATES (ANGSTROEM)
C1 -0.08 -0.58 -0.04
C2 1.34 0.58 -1.54
C3 1.02 -0.27 -0.62
C4 -1.06 0.31 0.72
F1 0.78 1.68 -1.17
F2 -0.05 -1.93 0.29
F3 1.81 -1.22 -0.16
H1 -1.30 -0.37 1.61
H2 -1.98 0.53 0.12
H3 -0.48 1.26 0.79

#C
The following is a quantum chemistry calculation of C4H3F3 in the gas phase, from the Open Molecules 2025 dataset.

Results
SMILES: FC1=C(F)[C@@H](F)C1
Lowest unoccupied orbital energy in eV: 0.924

CARTESIAN COORDINATES (ANGSTROEM)
F1 -0.81 2.27 -0.41
C1 -0.29 1.08 -0.15
C2 0.89 0.63 0.25
F2 2.06 1.18 0.58
C3 0.49 -0.82 0.14
F3 0.48 -1.52 1.31
C4 -0.91 -0.29 -0.29
H1 1.03 -1.43 -0.59
H2 -1.69 -0.52 0.43
H3 -1.23 -0.57 -1.29

Quick ranking, most stable first: #C, #A, #B.

#A
The following is a quantum chemistry calculation of 3 unconnected molecules or ions with the total composition C3H14NO2S2, from the Open Molecules 2025 dataset.

Results
Net charge: +1
Lowest unoccupied orbital energy in eV: -3.084

CARTESIAN COORDINATES (ANGSTROEM)
N1 -1.69 0.20 -0.03
C1 -0.44 0.16 -0.99
C2 -0.46 -1.22 -1.70
C3 0.89 0.33 -0.24
S1 0.78 1.86 0.86
S2 0.19 1.17 2.78
H1 -2.50 -0.09 -0.60
H2 -1.63 -0.24 0.94
H3 -1.80 1.20 0.32
H4 -0.54 0.94 -1.82
H5 -1.53 -1.77 -1.63
H6 -0.25 -1.17 -2.86
H7 0.24 -1.93 -1.31
H8 1.09 -0.68 0.32
H9 1.77 0.55 -0.92
H10 1.30 0.95 3.45
H11 3.79 -3.26 -5.22
H12 2.56 -2.60 -4.89
O1 3.35 -2.83 -4.53
H13 -3.90 -1.20 1.65
H14 -3.13 -2.34 0.94
O2 -3.23 -1.41 0.93

#B
The following is a quantum chemistry calculation of 3 unconnected molecules or ions with the total composition C3H14NO2S2, from the Open Molecules 2025 dataset.

Results
Net charge: +1
Lowest unoccupied orbital energy in eV: -3.190

CARTESIAN COORDINATES (ANGSTROEM)
N1 0.64 1.04 1.76
C1 0.76 1.07 0.28
C2 -0.36 2.11 -0.19
C3 0.58 -0.27 -0.11
S1 2.05 -1.27 0.36
S2 1.20 -3.14 0.39
H1 1.07 1.92 2.32
H2 -0.31 0.86 2.12
H3 1.30 0.29 2.09
H4 1.87 1.59 -0.11
H5 -0.52 2.91 0.46
H6 -0.01 2.62 -1.11
H7 -1.22 1.55 -0.52
H8 -0.41 -0.76 0.21
H9 0.65 -0.15 -1.23
H10 0.34 -2.93 -0.60
H11 -0.57 -2.10 -3.48
H12 0.69 -1.34 -3.78
O1 0.05 -1.44 -3.09
H13 -2.28 -1.46 1.75
H14 -3.26 -0.47 1.26
O2 -2.28 -0.61 1.23

Quick ranking, most stable first: #A, #B.

#A
The following is a quantum chemistry calculation of a gas-phase ion, C6H17N2 (charge +1), from the Open Molecules 2025 dataset.

Results
Net charge: +1
SMILES: CCN(CC)CC[NH3+]
Lowest unoccupied orbital energy in eV: -3.382

CARTESIAN COORDINATES (ANGSTROEM)
C1 -0.88 -1.22 -1.94
C2 -0.44 -1.62 -0.52
N1 0.02 -0.40 0.22
C3 1.23 -0.69 1.07
C4 2.48 -0.39 0.25
C5 -1.09 0.23 0.99
C6 -1.31 1.69 0.48
N2 -0.14 2.13 -0.30
H1 -0.14 -0.58 -2.42
H2 -1.90 -0.86 -2.07
H3 -0.89 -2.14 -2.51
H4 0.47 -2.19 -0.66
H5 -1.38 -2.00 -0.10
H6 1.18 -0.16 2.02
H7 1.12 -1.76 1.27
H8 3.36 -0.43 0.90
H9 2.64 -1.22 -0.43
H10 2.36 0.52 -0.33
H11 -0.78 0.23 2.03
H12 -2.01 -0.34 0.88
H13 -1.54 2.29 1.36
H14 -2.20 1.84 -0.11
H15 0.73 2.03 0.24
H16 -0.16 1.62 -1.17
H17 -0.12 3.14 -0.47

#B
The following is a quantum chemistry calculation of 2 unconnected molecules or ions with the total composition C6H17N2, from the Open Molecules 2025 dataset.

Results
Net charge: +1
Lowest unoccupied orbital energy in eV: -3.628

CARTESIAN COORDINATES (ANGSTROEM)
C1 -0.50 2.03 0.79
C2 0.45 1.26 1.72
C3 0.36 1.74 3.16
N1 -0.26 1.61 -0.65
H1 -1.55 1.80 1.03
H2 -0.34 3.12 0.74
H3 1.50 1.38 1.42
H4 0.15 0.21 1.60
H5 0.72 2.79 3.16
H6 -0.65 1.68 3.57
H7 1.02 1.11 3.77
H8 0.68 2.03 -0.96
H9 -0.18 0.60 -0.74
H10 -1.01 1.95 -1.29
C4 -1.39 -1.44 -1.41
C5 -0.26 -2.08 -2.19
C6 1.68 -3.02 -1.11
N2 0.38 -3.02 -1.18
H11 -1.65 -0.53 -1.99
H12 -2.29 -2.09 -1.35
H13 -1.00 -1.21 -0.36
H14 0.34 -1.29 -2.65
H15 -0.68 -2.71 -3.00
H16 2.28 -2.31 -1.70
H17 2.21 -3.61 -0.36

#C
The following is a quantum chemistry calculation of a gas-phase ion, C6H17N2 (charge +1), from the Open Molecules 2025 dataset.

Results
Net charge: +1
SMILES: C[NH2+]CCNC(C)C
Lowest unoccupied orbital energy in eV: -2.987

CARTESIAN COORDINATES (ANGSTROEM)
C1 -2.39 -2.12 -1.56
N1 -1.34 -1.28 -0.95
C2 -0.69 -0.25 -1.84
C3 0.53 0.27 -1.10
N2 0.07 0.71 0.23
C4 1.02 0.53 1.34
C5 0.39 1.15 2.57
C6 2.40 1.13 1.04
H1 -1.96 -3.04 -1.93
H2 -2.86 -1.59 -2.39
H3 -3.10 -2.45 -0.81
H4 -0.59 -1.78 -0.46
H5 -1.69 -0.68 -0.18
H6 -1.45 0.53 -1.97
H7 -0.48 -0.69 -2.81
H8 0.94 1.10 -1.67
H9 1.25 -0.53 -0.95
H10 -0.22 1.68 0.22
H11 1.13 -0.54 1.52
H12 -0.54 0.67 2.88
H13 1.06 1.10 3.43
H14 0.23 2.23 2.42
H15 3.08 0.35 0.70
H16 2.38 1.95 0.31
H17 2.85 1.55 1.94

#D
The following is a quantum chemistry calculation of 2 unconnected molecules or ions with the total composition C6H17N2, from the Open Molecules 2025 dataset.

Results
Net charge: +1
Lowest unoccupied orbital energy in eV: -3.407

CARTESIAN COORDINATES (ANGSTROEM)
C1 -1.82 -0.65 -0.92
C2 -0.92 -1.69 -0.23
C3 -0.45 -1.25 1.17
C4 0.06 -2.46 1.97
H1 -2.78 -0.62 -0.42
H2 -1.94 -0.85 -1.99
H3 -1.37 0.35 -0.96
H4 -0.03 -1.83 -0.86
H5 -1.45 -2.63 -0.12
H6 -1.30 -0.82 1.71
H7 0.34 -0.50 1.10
H8 -0.72 -3.22 2.03
H9 0.37 -2.21 2.98
H10 0.90 -2.91 1.44
C5 2.05 1.78 -1.93
N1 1.17 1.45 -0.82
C6 0.57 2.35 -0.10
N2 -0.25 2.14 0.90
H11 1.47 1.99 -2.83
H12 2.75 0.98 -2.16
H13 2.69 2.60 -1.61
H14 0.93 0.48 -0.66
H15 0.79 3.39 -0.35
H16 -0.44 1.20 1.26
H17 -0.60 2.93 1.42

Quick ranking, most stable first: #D, #C, #A, #B.

#A
The following is a quantum chemistry calculation of H3N3 in the gas phase, from the Open Molecules 2025 dataset.

Results
SMILES: [H]/N=N/N
Lowest unoccupied orbital energy in eV: 1.232

CARTESIAN COORDINATES (ANGSTROEM)
H1 -0.64 -1.50 -1.37
N1 -0.41 -0.64 -0.91
N2 0.15 -0.63 0.21
N3 0.50 0.60 0.63
H2 0.17 0.84 1.52
H3 0.23 1.32 -0.08

#B
The following is a quantum chemistry calculation of 2 unconnected molecules or ions with the total composition H3N3, from the Open Molecules 2025 dataset.

Results
SMILES: N#N.N
Lowest unoccupied orbital energy in eV: 1.351

CARTESIAN COORDINATES (ANGSTROEM)
N1 0.53 0.83 -0.84
N2 -0.26 1.52 -1.19
N3 -0.27 -1.68 1.34
H1 -0.72 -1.32 2.19
H2 0.37 -2.46 1.62
H3 0.31 -0.90 1.00

Quick ranking, most stable first: #B, #A.

#A
The following is a quantum chemistry calculation of 2 unconnected molecules or ions with the total composition H2N2O3, from the Open Molecules 2025 dataset.

Results
SMILES: O=NN=O.O
Lowest unoccupied orbital energy in eV: -1.151

CARTESIAN COORDINATES (ANGSTROEM)
O1 -0.27 -1.11 -1.96
N1 -0.14 -0.05 -1.37
N2 -0.62 0.96 -1.13
O2 -0.71 1.97 -0.48
O3 0.35 -0.85 1.79
H1 1.34 -1.01 1.42
H2 0.05 0.09 1.73

#B
The following is a quantum chemistry calculation of 2 unconnected molecules or ions with the total composition H2N2O3, from the Open Molecules 2025 dataset.

Results
SMILES: O=NN=O.O
Lowest unoccupied orbital energy in eV: -1.207

CARTESIAN COORDINATES (ANGSTROEM)
O1 2.46 -0.79 0.24
N1 1.66 0.04 -0.05
N2 0.58 0.46 0.11
O2 0.10 1.55 0.05
O3 -1.29 -0.55 0.15
H1 -2.31 -0.92 -0.03
H2 -1.20 0.21 -0.47

#C
The following is a quantum chemistry calculation of 2 unconnected molecules or ions with the total composition H2N2O3, from the Open Molecules 2025 dataset.

Results
Lowest unoccupied orbital energy (alpha / beta) in eV: -3.495 / -3.496

CARTESIAN COORDINATES (ANGSTROEM)
N1 0.59 0.18 0.71
N2 1.59 -0.64 0.87
O1 2.29 -0.10 1.70
O2 1.71 -1.60 0.15
O3 -0.87 0.10 -0.96
H1 0.54 1.13 0.88
H2 -0.89 -0.77 -1.19

Quick ranking, most stable first: #A, #B, #C.

#A
The following is a quantum chemistry calculation of 3 unconnected molecules or ions with the total composition C4H14NO, from the Open Molecules 2025 dataset.

Results
Net charge: +1
Lowest unoccupied orbital energy in eV: -9.124

CARTESIAN COORDINATES (ANGSTROEM)
C1 2.09 -0.94 -0.09
C2 1.60 0.03 -1.23
C3 0.31 0.71 -1.04
C4 -0.96 -0.07 -1.08
N1 -2.47 -0.31 1.25
H1 1.85 -1.97 -0.38
H2 3.17 -0.97 0.06
H3 1.57 -0.53 0.79
H4 2.36 0.80 -1.29
H5 0.25 1.66 -1.58
H6 0.36 1.17 0.07
H7 -1.12 -0.60 -0.15
H8 -0.82 -0.84 -1.86
H9 -1.89 0.42 -1.33
H10 -1.46 0.04 1.36
H11 -3.19 0.17 1.79
H12 -2.62 -1.30 1.41
H13 0.19 1.10 2.26
H14 1.53 -0.49 -2.19
O1 -0.19 0.62 1.49

#B
The following is a quantum chemistry calculation of 2 unconnected molecules or ions with the total composition C4H14NO, from the Open Molecules 2025 dataset.

Results
Net charge: +1
Lowest unoccupied orbital energy in eV: -2.986

CARTESIAN COORDINATES (ANGSTROEM)
C1 -1.76 1.27 0.27
C2 -0.24 1.11 0.12
N1 0.17 0.02 -0.85
C3 -0.86 -0.99 -1.32
C4 0.39 0.82 1.48
H1 -2.19 0.56 0.96
H2 -1.96 2.27 0.62
H3 -2.26 1.14 -0.70
H4 0.13 2.04 -0.30
H5 0.93 -0.57 -0.45
H6 0.59 0.40 -1.71
H7 -1.24 -1.50 -0.46
H8 -0.41 -1.60 -2.09
H9 -1.67 -0.43 -1.78
H10 -0.02 -0.11 1.86
H11 1.48 0.73 1.41
H12 0.22 1.68 2.13
H13 2.51 -1.42 1.03
H14 2.24 -2.71 0.24
O1 1.97 -1.79 0.32

#C
The following is a quantum chemistry calculation of 2 unconnected molecules or ions with the total composition C4H14NO, from the Open Molecules 2025 dataset.

Results
Net charge: +1
Lowest unoccupied orbital energy in eV: -2.965

CARTESIAN COORDINATES (ANGSTROEM)
C1 2.21 1.01 -0.91
C2 1.21 0.01 -1.01
N1 0.01 0.17 -0.13
C3 -1.26 -0.69 -0.64
C4 -2.47 -0.60 0.10
H1 3.06 0.49 -1.54
H2 2.83 0.97 -0.03
H3 2.09 2.03 -1.23
H4 1.00 -0.34 -2.05
H5 1.78 -0.90 -0.65
H6 -0.24 1.14 -0.15
H7 0.25 -0.05 0.90
H8 -0.97 -1.85 -0.76
H9 -1.28 -0.53 -1.76
H10 -3.06 0.29 -0.07
H11 -3.22 -1.27 -0.66
H12 -2.54 -1.16 1.07
H13 0.76 -0.04 3.26
H14 -0.22 0.96 3.50
O1 0.05 0.39 2.75

Quick ranking, most stable first: #B, #C, #A.

#A
The following is a quantum chemistry calculation of 2 unconnected molecules or ions with the total composition C2H2O3S, from the Open Molecules 2025 dataset.

Results
Spin multiplicity: 3
Lowest unoccupied orbital energy (alpha / beta) in eV: 0.568 / -4.787

CARTESIAN COORDINATES (ANGSTROEM)
C1 -1.77 -1.46 0.17
C2 -1.41 -0.10 -0.09
O1 1.41 1.50 0.57
O2 2.62 0.13 -1.06
O3 -0.55 -1.12 0.37
S1 2.26 0.33 0.36
H1 -1.08 0.15 -1.04
H2 -1.48 0.58 0.73

#B
The following is a quantum chemistry calculation of C2H2O3S in the gas phase, from the Open Molecules 2025 dataset.

Results
Spin multiplicity: 3
Lowest unoccupied orbital energy (alpha / beta) in eV: 0.691 / -2.756

CARTESIAN COORDINATES (ANGSTROEM)
C1 -0.50 0.82 -0.60
C2 1.06 -0.45 0.33
O1 0.75 0.78 -0.03
O2 1.21 -1.32 -0.50
O3 -1.36 -0.73 1.01
S1 -1.77 -0.03 -0.16
H1 -0.63 1.44 -1.45
H2 1.25 -0.50 1.41

Quick ranking, most stable first: #B, #A.